# 1
{
  "formula": "C21H30BN8O5PtS3",
  "method": "the ωB97M-V functional and the def2-TZVPD basis",
  "s_squared": 8.797,
  "charge": 2,
  "lumo_ev": [-5.2, -9.2],
  "spin_multiplicity": 6,
  "symbols": ["Pt", "C", "N", "C", "C", "N", "B", "N", "C", "C", "N", "C", "C", "S", "C", "S", "H", "H", "H", "H", "H", "H", "H", "H", "H", "H", "H", "H", "C", "C", "S", "O", "O", "C", "C", "N", "C", "N", "C", "C", "N", "O", "O", "C", "H", "H", "H", "H", "H", "H", "H", "H", "H", "H", "H", "H", "H", "O", "N", "C", "C", "C", "C", "C", "H", "H", "H", "H", "H"],
  "positions_angstrom": [[0.17373, -0.22579, -0.00815], [4.16813, 2.72893, 0.33002], [3.18944, 2.42530, 1.33707], [2.70468, 3.31336, 2.24566], [1.79623, 2.64903, 3.02152], [1.71527, 1.36728, 2.58779], [1.15751, 0.12055, 3.31856], [-0.39540, 0.04782, 3.26214], [-1.23237, 0.66387, 4.13531], [-2.44227, 0.03246, 4.09844], [-2.34212, -0.97742, 3.19204], [-3.35107, -1.97516, 2.95817], [-1.09737, -0.93091, 2.66312], [-0.58790, -1.95090, 1.37474], [2.55199, 1.25226, 1.54202], [2.67839, -0.17244, 0.59103], [3.73401, 3.41933, -0.40337], [4.50041, 1.81408, -0.15399], [5.02338, 3.22455, 0.78218], [3.03689, 4.32998, 2.26401], [1.22698, 2.99327, 3.85876], [1.61891, -0.84276, 2.78111], [1.47452, 0.17117, 4.45885], [-0.91579, 1.48881, 4.74027], [-3.34432, 0.20920, 4.64630], [-4.32748, -1.55105, 3.18287], [-3.19069, -2.82959, 3.61967], [-3.32573, -2.32857, 1.92813], [-4.70294, 5.74766, -4.03413], [-3.57314, 6.46007, -4.72421], [-2.37463, 5.22255, -5.36592], [-3.05548, 3.99928, -5.68729], [-1.51230, 5.80370, -6.33707], [-1.34333, 4.78615, -3.87761], [-0.53062, 3.55733, -4.25967], [-0.06841, 2.84119, -3.09239], [-0.37925, 1.56295, -2.73767], [0.21266, 1.23850, -1.59691], [0.91914, 2.31948, -1.18116], [0.76202, 3.34152, -2.10445], [1.35573, 4.55307, -2.01909], [2.25945, 4.70668, -1.13611], [1.01141, 5.54990, -2.73073], [-1.22626, 0.65396, -3.53608], [-5.50055, 6.45310, -3.80742], [-4.38615, 5.28680, -3.10141], [-5.10890, 4.97826, -4.68597], [-2.99676, 7.11433, -4.07758], [-3.89823, 7.00813, -5.60482], [-2.04252, 4.56685, -3.07188], [-0.70644, 5.64309, -3.64444], [0.32104, 3.86090, -4.87557], [-1.15901, 2.88472, -4.84586], [1.45938, 2.37356, -0.26562], [-0.80158, 0.49863, -4.52718], [-2.23060, 1.05371, -3.66483], [-1.27627, -0.30458, -3.02613], [-1.73119, 1.13135, 0.66691], [-2.92065, 0.65146, 0.46890], [-3.96656, 1.19414, 1.12646], [-5.23672, 0.68184, 0.98719], [-5.45440, -0.41787, 0.16512], [-4.37049, -0.94260, -0.52939], [-3.12301, -0.38610, -0.36718], [-3.73461, 2.04161, 1.75201], [-6.04921, 1.14148, 1.52704], [-6.43738, -0.84193, 0.05580], [-4.48993, -1.78892, -1.18802], [-2.23269, -0.75214, -0.87545]],
  "mulliken_spin": [1.046, 0.009, 0.046, 0.063, 0.048, 0.075, -0.028, 0.053, 0.034, 0.061, 0.042, -0.003, -0.029, 0.539, -0.024, 0.875, -0.010, 0.009, 0.002, 0.005, 0.007, 0.000, 0.011, 0.005, 0.003, 0.001, 0.001, 0.001, 0.000, 0.003, 0.003, 0.009, 0.002, 0.020, -0.002, 0.022, 0.034, 0.093, 0.012, -0.043, 0.355, 0.609, 0.793, 0.009, 0.000, 0.000, 0.000, 0.000, 0.000, -0.006, 0.010, -0.001, 0.001, 0.142, 0.004, 0.005, -0.008, 0.072, 0.001, -0.001, 0.001, 0.000, 0.009, -0.042, 0.002, 0.000, 0.000, 0.000, 0.052]
}

***

# 2
{
  "formula": "C4H6Br2O",
  "method": "the ωB97M-V functional and the def2-TZVPD basis",
  "lumo_ev": [-0.1, 0.0],
  "symbols": ["C", "C", "C", "C", "O", "Br", "Br", "H", "H", "H", "H", "H", "H"],
  "positions_angstrom": [[-0.90945, -0.68718, 0.17385], [0.41585, 0.37486, -0.06355], [-0.81675, -2.14776, -0.12529], [0.46639, 1.80293, 0.02187], [1.75706, 2.30498, 0.51270], [-2.60324, 0.15478, 0.27047], [1.98059, -0.64646, 0.21573], [0.12214, -2.31304, -0.63588], [-1.63619, -2.37117, -0.83523], [-0.99994, -2.73394, 0.78141], [-0.39717, 2.01136, 0.64601], [0.21873, 2.38868, -0.95141], [2.40199, 1.86195, -0.01067]],
  "nbo_charge": [-0.062, -0.107, -0.709, -0.198, -0.695, 0.076, 0.075, 0.248, 0.233, 0.240, 0.231, 0.202, 0.467]
}

***

# 3
{
  "formula": "C27H34N7O2PS6Ti",
  "method": "the ωB97M-V functional and the def2-TZVPD basis",
  "s_squared": 2.019,
  "lumo_ev": [0.0, -0.3],
  "spin_multiplicity": 3,
  "symbols": ["Ti", "C", "C", "N", "N", "C", "N", "S", "C", "C", "C", "C", "C", "N", "H", "H", "H", "H", "H", "H", "H", "H", "H", "H", "S", "C", "S", "C", "C", "S", "S", "S", "C", "N", "C", "N", "C", "N", "C", "P", "C", "C", "H", "H", "H", "H", "H", "H", "H", "H", "H", "H", "H", "H", "H", "C", "C", "C", "C", "C", "C", "C", "C", "C", "C", "O", "O", "H", "H", "H", "H", "H", "H", "H", "H", "H", "H", "H"],
  "positions_angstrom": [[-0.46784, 0.29553, 1.60187], [-4.35075, 1.50891, 2.99992], [-2.88285, 1.36194, 2.78773], [-2.36104, 0.99516, 1.60037], [-3.02130, 1.27707, 0.42466], [-2.32014, 1.88838, -0.52872], [-2.97382, 2.17225, -1.68441], [-0.69893, 2.32311, -0.28498], [-1.88287, 1.62894, 3.76055], [-2.14238, 1.97670, 5.10147], [-1.11205, 2.36785, 5.91592], [0.18782, 2.43031, 5.40181], [0.39049, 2.02969, 4.10111], [-0.58892, 1.61019, 3.29114], [-4.78787, 2.19003, 2.26211], [-4.57849, 1.91219, 3.98204], [-4.85662, 0.54236, 2.90752], [-4.01554, 1.12121, 0.33793], [-3.77743, 1.62239, -1.94280], [-2.39456, 2.48664, -2.44323], [-3.14938, 1.91752, 5.48802], [-1.30441, 2.62321, 6.94980], [1.02552, 2.73981, 6.00898], [1.38499, 2.00707, 3.67425], [2.27926, -1.15591, 7.96202], [1.74569, -1.10983, 6.40454], [0.16493, -1.60146, 5.91482], [0.31506, -1.26392, 4.20602], [1.50625, -0.76382, 3.81636], [1.87424, -0.25023, 2.18633], [2.69927, -0.55738, 5.07594], [-1.05923, -1.50545, 3.15722], [4.10976, 0.09315, -2.85731], [2.79889, 0.46550, -2.23235], [2.21326, 1.64175, -2.98547], [3.11641, 2.74900, -3.00540], [4.38332, 2.33177, -3.59469], [5.00407, 1.21258, -2.88897], [5.44628, 1.61169, -1.54676], [4.07981, 2.20856, -0.42320], [2.94518, 0.78544, -0.77201], [3.28978, 3.34489, -1.67543], [3.89923, -0.24668, -3.87229], [4.53671, -0.72497, -2.27780], [2.05062, -0.27675, -2.26172], [1.26555, 1.88334, -2.50670], [2.03091, 1.28858, -4.00192], [5.07535, 3.17315, -3.59331], [4.19917, 2.02986, -4.62816], [6.18631, 2.40751, -1.65087], [5.95214, 0.76912, -1.07002], [1.93660, 0.99051, -0.40584], [3.29008, -0.11408, -0.26005], [3.88937, 4.25191, -1.77091], [2.31060, 3.64128, -1.29228], [-3.70174, -5.43334, -3.24943], [-2.85607, -4.31462, -2.70404], [-2.07804, -4.48853, -1.56884], [-1.28341, -3.46869, -1.05539], [-0.44663, -3.73155, 0.16706], [-1.26562, -2.23752, -1.71997], [-2.02060, -2.04395, -2.88211], [-2.01304, -0.75058, -3.66000], [-2.81866, -3.08209, -3.34396], [-0.36896, -1.14463, -1.21719], [0.47786, -0.64860, -1.97928], [-0.49781, -0.78366, -0.01022], [-3.66503, -6.30781, -2.60158], [-3.35552, -5.73130, -4.24078], [-4.74408, -5.12569, -3.34714], [-2.08049, -5.44870, -1.06457], [-0.32484, -4.80399, 0.31599], [-0.90527, -3.31287, 1.06345], [0.54254, -3.27776, 0.09720], [-1.57556, 0.06969, -3.09727], [-3.02944, -0.48392, -3.95729], [-1.42496, -0.86175, -4.57362], [-3.42107, -2.92572, -4.23386]],
  "mulliken_spin": [1.112, -0.024, 0.223, 0.146, 0.007, 0.025, 0.010, 0.006, 0.151, 0.090, 0.001, 0.136, -0.031, 0.125, 0.018, 0.001, 0.028, -0.002, -0.001, 0.001, 0.015, 0.001, 0.006, 0.005, 0.002, 0.001, -0.001, 0.009, 0.014, -0.023, 0.000, -0.031, 0.000, -0.002, -0.001, 0.000, 0.000, 0.000, 0.000, 0.000, -0.025, 0.000, 0.000, 0.000, 0.000, 0.000, 0.000, 0.000, 0.000, 0.000, 0.000, 0.027, 0.005, 0.000, 0.001, 0.000, 0.001, -0.001, 0.009, 0.001, -0.003, 0.000, 0.001, 0.000, -0.007, 0.006, -0.026, 0.000, 0.000, 0.000, 0.000, 0.000, 0.000, 0.000, -0.001, 0.000, 0.000, 0.000]
}

***

# 4
{
  "formula": "CH6N2S",
  "method": "the ωB97M-V functional and the def2-TZVPD basis",
  "lumo_ev": 0.9,
  "symbols": ["C", "N", "N", "S", "H", "H", "H", "H", "H", "H"],
  "positions_angstrom": [[0.86347, 1.04274, -0.11512], [-1.44153, 0.67305, 0.38663], [-0.44008, 1.11249, -0.27292], [-0.35889, -2.47536, -0.43427], [1.16485, 0.55107, 0.72338], [1.56563, 1.36164, -0.94569], [0.62126, -1.68596, -0.41543], [-1.27438, 0.29460, 1.35999], [-0.61736, 1.74196, -1.06683], [-0.08297, -2.61622, 0.78027]],
  "nbo_charge": [-0.351, -0.565, -0.175, -0.232, 0.175, 0.203, 0.116, 0.326, 0.390, 0.114]
}

***

# 5
{
  "formula": "C5H11O4Rh",
  "method": "the ωB97M-V functional and the def2-TZVPD basis",
  "s_squared": 8.768,
  "charge": 1,
  "lumo_ev": [-3.6, -7.6],
  "spin_multiplicity": 6,
  "symbols": ["C", "O", "H", "H", "H", "O", "C", "C", "O", "C", "C", "O", "Rh", "H", "H", "H", "H", "H", "H", "H", "H"],
  "positions_angstrom": [[-0.03176, -3.64373, 2.04378], [-0.50128, -3.47540, 0.72710], [-0.41019, -2.85924, 2.72019], [-0.39120, -4.61629, 2.40839], [1.07219, -3.65808, 2.08947], [2.54077, 1.67248, -0.87437], [2.19111, 0.33096, -0.80472], [0.71026, 0.12495, -0.97034], [-0.00727, 1.13791, -0.39556], [-1.36257, 1.40863, -0.78984], [-1.63858, 2.84933, -0.35291], [-0.60114, 3.70160, -0.71127], [1.09145, 2.86137, -0.58844], [2.49814, -0.11627, 0.17102], [2.70010, -0.27974, -1.57782], [-0.19577, -2.60789, 0.37297], [0.20635, -0.81894, -1.19933], [-2.03948, 0.68552, -0.31409], [-1.42601, 1.30713, -1.88396], [-1.80499, 2.84981, 0.74402], [-2.60014, 3.14587, -0.81431]],
  "mulliken_spin": [0.000, 0.001, 0.000, 0.000, 0.000, 0.461, -0.043, 0.818, 0.110, 0.035, 0.001, 0.419, 3.027, 0.072, 0.039, -0.011, 0.053, 0.002, -0.018, 0.014, 0.019]
}